[1]
{"formula": "C3H3I2NO", "method": "ωB97M-V with the def2-TZVPD basis set", "symbols": ["C", "C", "C", "N", "O", "I", "I", "H", "H", "H"], "xyz": [[1.33917, 0.23479, 1.15719], [0.03907, -1.22904, -0.37778], [-1.10800, 0.33636, -0.94581], [0.78237, -0.71916, 0.49245], [-0.29518, -2.18507, -1.00757], [-0.14080, 2.25434, -0.64668], [-2.79650, 0.06100, 0.31202], [1.11582, 0.47889, 2.27413], [2.26439, 0.71171, 0.79486], [-1.20034, 0.05618, -2.05281]], "lowdin_charge": [-0.0900, -0.5396, -1.1401, 0.0376, 0.0614, 0.7636, 0.7169, 0.1151, 0.0610, 0.0141], "e_above_lowest_kcal_mol": 57.3, "energy_ev": -22895.3241, "homo_energy_ev": [-8.71, -8.71], "orbital_gap_ha": [0.2986, 0.2985], "multiplicity": 1}

***

[2]
{"formula": "C3H3IN2O", "method": "ωB97M-V with the def2-TZVPD basis set", "symbols": ["C", "C", "C", "N", "N", "O", "I", "H", "H", "H"], "xyz": [[-0.63908, 0.34397, 0.09831], [-1.46369, -0.60207, 0.54366], [0.47208, -0.47333, -0.31223], [0.29733, -1.73232, -0.25303], [2.61950, 0.67885, -0.88458], [-0.99314, -1.86862, 0.20134], [4.07222, -0.11888, 0.13034], [-0.93624, 1.40605, 0.25074], [-2.46387, -0.59805, 0.81189], [2.20125, 0.38148, -1.77726]], "lowdin_charge": [-0.0547, -0.1068, -0.1091, 0.0480, -0.6057, -0.0577, 0.7171, 0.1248, 0.1040, -0.0599], "e_above_lowest_kcal_mol": 148.5, "energy_ev": -16280.5578, "homo_energy_ev": -8.87, "orbital_gap_ha": 0.2576, "multiplicity": 1}

***

[3]
{"formula": "C3H3IN2OS", "method": "ωB97M-V with the def2-TZVPD basis set", "symbols": ["C", "C", "C", "N", "N", "O", "S", "I", "H", "H", "H"], "xyz": [[0.73412, 0.56543, -1.04888], [4.01670, -2.44746, -0.33010], [-0.40165, 0.01018, -1.53442], [1.88952, -0.04184, -1.36311], [3.01420, -0.00330, -1.04590], [3.47525, -2.60574, -1.33491], [4.67561, -2.12086, 0.99411], [3.85555, 1.44095, 0.35430], [0.70424, 1.20068, -0.09646], [-0.41274, -0.88942, -2.18130], [-1.28987, 0.44664, -1.09368]], "lowdin_spin": [0.0299, 0.0008, 0.3332, 0.4633, 0.5737, 0.0087, 0.0042, 0.5430, 0.0011, 0.0191, 0.0230], "e_above_lowest_kcal_mol": 0.0, "energy_ev": -27118.6617, "homo_energy_ev": [-6.83, -9.59], "s_squared": 2.049, "orbital_gap_ha": [0.2400, 0.2529], "multiplicity": 3}

***

[4]
{"formula": "C3H3INO2", "method": "ωB97M-V with the def2-TZVPD basis set", "symbols": ["C", "C", "C", "N", "O", "O", "I", "H", "H", "H"], "xyz": [[-0.33290, 0.42625, -1.76806], [0.71863, -1.36009, 1.26920], [-0.16020, 0.59937, 0.53374], [0.16755, 0.97543, -0.73889], [1.89709, -1.29702, 1.41446], [-0.31120, -1.98504, 1.33843], [0.48750, 1.89550, 2.09473], [0.07864, 0.72570, -2.81368], [-1.26317, -0.31177, -1.90438], [-1.28195, 0.33168, 0.57446]], "lowdin_charge": [-0.2004, -0.5882, -0.8299, -0.1988, 0.0431, 0.0184, 0.5768, 0.0453, 0.0792, 0.0545], "e_above_lowest_kcal_mol": 17.4, "energy_ev": -16844.9757, "homo_energy_ev": -3.02, "orbital_gap_ha": 0.2269, "charge": -1, "multiplicity": 1}

***

[5]
{"formula": "C3H3IO", "method": "ωB97M-V with the def2-TZVPD basis set", "symbols": ["C", "C", "C", "O", "I", "H", "H", "H"], "xyz": [[-0.52448, 0.02096, -0.06729], [0.75483, -0.44760, 0.51904], [-0.81764, -0.18469, -1.37598], [1.60495, -0.85101, -0.22107], [-2.36989, 0.58771, -2.39110], [-1.12086, 0.62875, 0.46922], [0.83940, -0.68316, 1.53987], [-0.08364, -0.77814, -1.91596]], "lowdin_charge": [-0.1713, -0.2598, -0.6992, 0.0481, 0.8948, 0.0417, 0.0998, 0.0458], "e_above_lowest_kcal_mol": 2.2, "energy_ev": -13306.0539, "homo_energy_ev": -9.42, "orbital_gap_ha": 0.3375, "smiles": "O=C/C=C/I", "multiplicity": 1}

***

[6]
{"formula": "C3H3IO2", "method": "ωB97M-V with the def2-TZVPD basis set", "symbols": ["C", "C", "C", "O", "O", "I", "H", "H", "H"], "xyz": [[0.44586, -3.10271, -0.19928], [0.25635, -0.59777, -0.59436], [-0.10436, -1.93884, -0.03634], [0.54266, -4.21379, -0.53334], [0.15509, -0.83054, 0.77953], [-1.67922, 2.06939, 2.09129], [1.12237, -0.30321, -1.09551], [-0.60006, 0.15602, -0.99568], [-1.26337, 0.82881, 2.97760]], "lowdin_charge": [-0.1259, -0.1107, -0.1798, 0.1810, -0.0555, 0.4118, 0.0860, 0.1496, -0.3566], "e_above_lowest_kcal_mol": 82.4, "energy_ev": -15350.9622, "homo_energy_ev": -9.12, "orbital_gap_ha": 0.3364, "smiles": "O=C=C1CO1.I", "multiplicity": 1}